No. 1
Computed, not measured: a structure of composition C49H48AsCuO4P2S, with ωB97M-V with the def2-TZVPD basis set.

Element x y z (Å)
Cu 0.57 0.59 -0.60
O 2.24 2.84 -2.24
S 2.04 2.26 -0.91
C 3.55 1.48 -0.36
C 4.57 2.19 0.25
C 5.77 1.55 0.52
C 5.95 0.22 0.16
C 4.93 -0.48 -0.44
C 3.71 0.13 -0.70
P 2.31 -0.76 -1.46
C 2.16 -2.30 -0.54
C 1.55 -3.40 -1.13
C 1.27 -4.52 -0.36
C 1.58 -4.54 0.99
C 2.18 -3.44 1.58
C 2.47 -2.32 0.82
C 2.78 -1.09 -3.16
C 3.53 -2.22 -3.51
C 3.92 -2.40 -4.83
C 3.57 -1.46 -5.79
C 2.84 -0.33 -5.44
C 2.43 -0.15 -4.13
C 1.77 3.52 0.29
C 2.50 4.70 0.18
C 2.41 5.63 1.20
C 1.62 5.36 2.31
C 0.85 4.21 2.37
C 0.88 3.28 1.33
P -0.33 1.89 1.21
C -0.49 1.38 2.93
C 0.42 0.44 3.41
C 0.37 0.05 4.74
C -0.59 0.59 5.59
C -1.50 1.53 5.11
C -1.45 1.92 3.78
C -1.82 2.76 0.63
C -2.59 2.13 -0.36
C -3.72 2.75 -0.86
C -4.10 3.99 -0.37
C -3.34 4.62 0.60
C -2.20 4.01 1.09
H 4.44 3.23 0.53
H 6.57 2.10 1.00
H 6.90 -0.27 0.36
H 5.06 -1.53 -0.70
H 1.26 -3.39 -2.17
H 0.78 -5.38 -0.82
H 1.35 -5.42 1.59
H 2.43 -3.45 2.63
H 2.94 -1.46 1.29
H 3.80 -2.95 -2.76
H 4.49 -3.27 -5.10
H 3.88 -1.60 -6.82
H 2.57 0.40 -6.19
H 1.86 0.73 -3.86
H 3.13 4.86 -0.68
H 2.97 6.55 1.14
H 1.57 6.08 3.12
H 0.22 4.03 3.23
H 1.15 -0.01 2.75
H 1.07 -0.69 5.11
H -0.63 0.28 6.63
H -2.25 1.94 5.76
H -2.18 2.63 3.40
H -2.31 1.15 -0.71
H -4.31 2.26 -1.62
H -4.99 4.48 -0.76
H -3.64 5.60 0.98
H -1.61 4.53 1.84
O -0.77 -3.11 -4.05
C -0.79 -1.78 -4.14
C -0.65 -1.20 -5.40
C -0.69 0.17 -5.56
C -0.85 1.00 -4.45
C -0.95 0.44 -3.20
C -0.92 -0.95 -3.01
C -0.99 -1.55 -1.64
O -1.26 -2.75 -1.50
O -0.76 -0.78 -0.63
H -1.02 -3.33 -3.12
H -0.53 -1.86 -6.25
H -0.60 0.59 -6.55
H -0.90 2.08 -4.57
H -1.11 1.09 -2.35
C -4.95 -0.11 3.27
C -3.88 -1.20 3.28
As -2.69 -1.05 1.73
C -1.52 -2.60 2.06
C -2.12 -3.96 2.42
C -3.96 -1.58 0.32
C -4.68 -2.92 0.40
H -5.53 -0.09 4.19
H -5.66 -0.25 2.45
H -4.51 0.89 3.14
H -4.34 -2.18 3.34
H -3.24 -1.09 4.16
H -0.90 -2.25 2.89
H -0.88 -2.68 1.19
H -2.88 -3.89 3.20
H -1.34 -4.63 2.79
H -2.57 -4.44 1.56
H -3.43 -1.49 -0.63
H -4.69 -0.76 0.33
H -4.00 -3.74 0.16
H -5.51 -2.96 -0.31
H -5.09 -3.10 1.40

## Properties
net charge = +1
electronic energy = -194668.3440 eV
largest force on an atom = 0.53 eV/A
2S+1 = 2
relative energy (zero: lowest compared OMol25 entry of this formula, charge and spin) = 0.000 eV


No. 2
Computed, not measured: a structure of composition C49H48BrF4N4O2PS6Ta at a distorted geometry, with ωB97M-V with the def2-TZVPD basis set.

Element x y z (Å)
Ta 0.02 1.16 -0.54
C 3.41 -1.02 -4.89
C 3.25 -0.87 -3.37
C 4.62 -0.87 -2.69
C 2.37 -1.97 -2.81
C 2.80 -3.28 -2.91
C 2.07 -4.33 -2.39
C 0.87 -4.07 -1.75
C 0.39 -2.78 -1.63
C -0.97 -2.53 -1.01
C -2.03 -2.42 -2.11
C -1.40 -3.58 0.02
C 1.13 -1.72 -2.18
N 0.57 -0.42 -2.16
C 0.42 0.15 -3.34
C -0.12 1.41 -3.55
C -0.34 2.03 -4.80
C -0.97 3.22 -4.54
C -1.13 3.33 -3.14
N -0.60 2.24 -2.55
C -1.76 4.50 -2.44
C -2.77 4.00 -1.39
C -0.66 5.34 -1.79
C -2.51 5.38 -3.45
H 3.96 -0.16 -5.28
H 2.45 -1.07 -5.39
H 3.97 -1.92 -5.14
H 2.79 0.11 -3.17
H 5.18 -1.78 -2.91
H 4.51 -0.79 -1.61
H 5.20 -0.02 -3.03
H 3.74 -3.49 -3.41
H 2.42 -5.34 -2.50
H 0.30 -4.89 -1.35
H -0.92 -1.57 -0.46
H -2.04 -3.33 -2.70
H -1.81 -1.59 -2.79
H -3.01 -2.28 -1.68
H -1.63 -4.53 -0.45
H -0.63 -3.73 0.77
H -2.31 -3.23 0.50
H 0.68 -0.42 -4.23
H -0.08 1.63 -5.76
H -1.30 3.95 -5.26
H -2.32 3.30 -0.70
H -3.61 3.52 -1.89
H -3.15 4.84 -0.82
H -0.21 4.82 -0.95
H -1.08 6.28 -1.42
H 0.12 5.57 -2.51
H -3.23 4.81 -4.02
H -1.82 5.87 -4.13
H -3.05 6.16 -2.91
O -3.05 0.92 -2.75
C -4.14 0.47 -2.10
C -5.34 0.40 -2.81
C -6.49 -0.07 -2.21
C -6.45 -0.50 -0.89
C -5.27 -0.45 -0.18
C -4.10 0.05 -0.76
C -2.87 0.05 0.05
O -1.78 0.74 -0.31
N -2.93 -0.67 1.10
N -1.91 -0.81 1.99
C -2.36 -1.28 3.11
S -4.08 -1.55 3.32
C -3.92 -2.36 4.95
C -2.77 -1.72 5.68
S -1.38 -1.57 4.50
H -2.32 0.99 -2.12
H -5.32 0.71 -3.84
H -7.41 -0.11 -2.77
H -7.33 -0.88 -0.41
H -5.23 -0.81 0.83
H -3.76 -3.43 4.78
H -4.86 -2.22 5.48
H -2.41 -2.33 6.51
H -3.01 -0.73 6.05
F 7.25 -0.47 4.79
C 6.10 -0.23 4.16
C 4.89 -0.61 4.73
F 4.88 -1.23 5.91
C 3.70 -0.37 4.06
F 2.57 -0.79 4.65
C 3.66 0.30 2.84
P 2.01 0.55 2.01
C 1.87 -1.28 1.78
C 2.64 -1.70 0.70
C 2.93 -3.03 0.52
C 2.42 -3.97 1.40
C 1.60 -3.57 2.44
C 1.33 -2.22 2.64
C 1.09 1.21 3.46
C -0.30 1.22 3.41
C -1.04 1.81 4.41
C -0.41 2.43 5.46
C 0.98 2.50 5.49
C 1.73 1.91 4.48
C 4.88 0.67 2.28
Br 4.94 1.56 0.63
C 6.09 0.40 2.92
F 7.23 0.76 2.33
H 3.05 -0.96 0.01
H 3.56 -3.35 -0.30
H 2.67 -5.02 1.28
H 1.19 -4.30 3.12
H 0.72 -1.91 3.47
H -0.79 0.72 2.58
H -2.12 1.80 4.35
H -0.98 2.88 6.26
H 1.48 3.01 6.29
H 2.80 1.99 4.52
S -0.23 3.13 1.00
S 1.70 3.78 1.28
S 2.41 3.88 -0.65
S 2.25 1.96 -1.32

## Properties
net charge = +1
electronic energy = -218407.1276 eV
largest force on an atom = 3.51 eV/A
2S+1 = 1
relative energy (zero: lowest compared OMol25 entry of this formula, charge and spin) = 3.247 eV


No. 3
Computed, not measured: a cluster of 3 separate species, C49H49ClFNO9S in total at a distorted geometry, with ωB97M-V with the def2-TZVPD basis set.

Element x y z (Å)
C -0.36 5.42 6.19
C 0.65 6.28 5.40
C 1.79 5.44 4.77
C 1.29 4.32 3.85
C 1.76 4.47 2.38
C 0.93 3.51 1.48
C 0.35 4.14 0.20
Cl 1.38 3.38 -1.14
O 0.62 5.53 -0.01
S -0.29 6.09 -1.22
O -0.72 7.41 -0.96
O 0.30 5.94 -2.50
O -1.45 5.01 -1.06
C -1.19 4.02 -0.02
C -1.47 2.68 -0.76
C -2.96 2.33 -0.84
C -3.50 1.48 0.35
N -2.49 1.23 1.41
C -3.22 0.81 2.63
C -2.42 1.06 3.89
C -1.04 1.02 3.88
C -0.36 1.27 5.04
C -1.00 1.52 6.22
C -2.37 1.54 6.24
C -3.06 1.32 5.07
O -4.44 1.39 5.11
C -2.06 4.30 1.20
C -2.39 5.79 1.46
C -1.31 6.57 2.19
F -3.50 5.73 2.35
H -0.08 5.36 7.25
H -1.37 5.83 6.10
H -0.43 4.39 5.82
H 0.09 6.77 4.60
H 1.05 7.03 6.08
H 2.30 4.97 5.62
H 2.51 6.12 4.30
H 0.19 4.34 3.83
H 1.55 3.33 4.23
H 1.64 5.53 2.13
H 2.82 4.21 2.34
H 0.17 3.03 2.09
H 1.60 2.71 1.17
H -0.83 1.87 -0.40
H -1.14 2.87 -1.79
H -3.57 3.21 -1.01
H -3.09 1.72 -1.73
H -4.38 1.99 0.75
H -3.86 0.52 -0.04
H -2.01 0.39 1.10
H -3.51 -0.25 2.58
H -4.16 1.35 2.76
H -0.55 0.79 2.94
H 0.73 1.25 5.02
H -0.45 1.71 7.14
H -2.90 1.71 7.16
H -4.66 1.97 5.85
H -1.61 3.95 2.13
H -3.03 3.81 1.14
H -2.77 6.29 0.56
H -0.54 5.89 2.57
H -1.72 7.21 2.97
H -0.79 7.22 1.48
O -1.72 -2.38 0.65
C -1.72 -3.60 0.65
C -1.10 -4.36 -0.46
C -0.49 -3.66 -1.50
C 0.13 -4.36 -2.53
C 0.14 -5.75 -2.52
C -0.47 -6.45 -1.50
C -1.10 -5.75 -0.47
C -1.78 -6.52 0.62
O -1.83 -7.73 0.59
C -2.38 -5.75 1.75
C -2.99 -6.45 2.79
C -3.53 -5.75 3.86
C -3.46 -4.36 3.90
C -2.87 -3.67 2.85
C -2.34 -4.36 1.77
H -0.50 -2.58 -1.51
H 0.61 -3.82 -3.34
H 0.64 -6.29 -3.32
H -0.47 -7.53 -1.49
H -3.03 -7.53 2.76
H -3.99 -6.29 4.67
H -3.88 -3.82 4.74
H -2.83 -2.59 2.88
O 2.57 -4.95 -5.43
C 3.42 -4.76 -6.28
C 4.32 -5.86 -6.71
C 4.18 -7.12 -6.15
C 4.99 -8.16 -6.58
C 5.95 -7.94 -7.56
C 6.11 -6.68 -8.10
C 5.31 -5.63 -7.68
C 5.50 -4.28 -8.27
O 6.39 -4.07 -9.07
C 4.58 -3.18 -7.85
C 4.72 -1.92 -8.41
C 3.85 -0.90 -8.06
C 2.83 -1.14 -7.14
C 2.70 -2.40 -6.57
C 3.57 -3.42 -6.91
H 3.43 -7.29 -5.39
H 4.88 -9.14 -6.14
H 6.58 -8.76 -7.89
H 6.86 -6.51 -8.86
H 5.51 -1.74 -9.13
H 3.96 0.08 -8.50
H 2.15 -0.35 -6.87
H 1.91 -2.58 -5.85

## Properties
electronic energy = -97600.9984 eV
largest force on an atom = 1.92 eV/A
SMILES string = CCCCCC[C@]1(Cl)OS(=O)(=O)O[C@]1(CCCNCc1ccccc1O)C[C@H](C)F.O=C1c2ccccc2C(=O)c2ccccc21.O=C1c2ccccc2C(=O)c2ccccc21
2S+1 = 1


No. 4
Computed, not measured: a structure of composition C49H50BF4Ge2S7W at a distorted geometry, with ωB97M-V with the def2-TZVPD basis set.

Element x y z (Å)
W 1.99 1.85 0.70
S 5.26 4.37 -0.38
C 4.01 3.38 -0.57
S 4.05 1.64 -0.65
S 2.32 3.83 -0.66
C 1.85 5.45 -4.13
C 0.72 4.73 -3.45
C 0.35 3.44 -3.82
C -0.70 2.77 -3.20
C -1.17 1.44 -3.73
C -1.37 3.40 -2.14
C -1.03 4.71 -1.76
C -1.80 5.44 -0.68
C 0.02 5.34 -2.42
C -2.58 2.74 -1.55
C -3.84 3.00 -2.07
C -4.95 2.37 -1.55
C -4.81 1.46 -0.51
C -3.56 1.17 0.05
C -2.46 1.82 -0.50
Ge -0.66 1.63 0.20
S 0.13 3.28 1.40
S -0.33 -0.22 1.48
Ge 1.58 -0.79 0.39
S 3.18 -0.03 1.68
S 0.99 0.85 -1.32
C 1.75 -2.68 -0.04
C 1.47 -3.60 0.97
C 1.66 -4.94 0.69
C 2.14 -5.35 -0.55
C 2.45 -4.41 -1.53
C 2.27 -3.05 -1.29
C 2.64 -2.03 -2.32
C 3.93 -1.50 -2.34
C 4.97 -1.89 -1.32
C 4.27 -0.61 -3.37
C 3.37 -0.26 -4.36
C 3.78 0.64 -5.50
C 2.08 -0.79 -4.30
C 1.70 -1.67 -3.30
C 0.29 -2.23 -3.26
C 0.92 -3.15 2.28
C 1.76 -2.80 3.34
C 3.27 -2.90 3.23
C 1.20 -2.41 4.55
C -0.18 -2.42 4.75
C -0.78 -2.03 6.08
C -1.00 -2.82 3.70
C -0.48 -3.18 2.47
C -1.39 -3.62 1.34
C -3.55 0.18 1.18
C -3.37 0.61 2.50
C -2.97 2.02 2.86
C -3.62 -0.29 3.54
C -4.06 -1.58 3.30
C -4.41 -2.50 4.44
C -4.18 -2.00 1.98
C -3.92 -1.15 0.92
C -4.05 -1.67 -0.50
H 2.18 4.92 -5.03
H 2.71 5.54 -3.46
H 1.55 6.46 -4.41
H 0.88 2.95 -4.64
H -0.44 1.01 -4.41
H -2.11 1.56 -4.28
H -1.37 0.72 -2.93
H -2.20 4.76 0.06
H -2.64 5.97 -1.12
H -1.16 6.17 -0.18
H 0.29 6.36 -2.13
H -3.93 3.70 -2.90
H -5.94 2.57 -1.95
H -5.69 0.97 -0.09
H 1.43 -5.68 1.45
H 2.28 -6.40 -0.75
H 2.85 -4.73 -2.49
H 4.54 -2.11 -0.34
H 5.71 -1.10 -1.20
H 5.49 -2.80 -1.65
H 5.27 -0.20 -3.39
H 4.73 1.13 -5.29
H 3.02 1.40 -5.69
H 3.89 0.05 -6.41
H 1.36 -0.53 -5.07
H -0.33 -1.77 -4.02
H -0.17 -2.06 -2.28
H 0.30 -3.31 -3.43
H 3.61 -2.87 2.19
H 3.61 -3.84 3.66
H 3.75 -2.09 3.78
H 1.85 -2.12 5.37
H -0.06 -1.51 6.71
H -1.10 -2.93 6.62
H -1.66 -1.40 5.94
H -2.08 -2.84 3.84
H -2.43 -3.42 1.60
H -1.27 -4.69 1.14
H -1.15 -3.09 0.41
H -2.88 2.66 1.99
H -2.01 2.02 3.38
H -3.71 2.47 3.53
H -3.51 0.06 4.57
H -3.85 -2.26 5.35
H -4.22 -3.55 4.18
H -5.48 -2.42 4.68
H -4.51 -3.02 1.77
H -3.86 -2.75 -0.52
H -3.34 -1.18 -1.17
H -5.05 -1.50 -0.90
F 2.96 2.82 1.97
B 2.20 2.25 4.24
F 3.35 1.69 4.61
F 1.36 1.53 3.48
F 1.81 3.44 4.66

## Properties
net charge = +1
electronic energy = -253880.5356 eV
largest force on an atom = 3.01 eV/A
2S+1 = 1